Formula: C33H40N3
Source: OMol25
Level of theory: ωB97M-V with the def2-TZVPD basis set

Computed properties:
ΔE to the lowest compared entry with this formula, charge and spin   38.4 kcal/mol
Lowest unoccupied orbital energy   -5.14 eV
Charge   +1
Electronic energy   -39332.5296 eV
Spin multiplicity   1
Kohn-Sham gap   4.20 eV

Each line ends with the Löwdin charge.
Cartesian coordinates (Å):
H: 4.11337 1.63977 1.90223  0.12
C: 2.04331 2.16045 2.15708  -0.19
C: -0.66557 0.88801 2.82251  0.00
C: 3.59566 3.28543 0.66645  0.01
C: -0.73201 -0.67223 5.11223  0.03
C: 3.31279 -2.88937 3.01760  -0.05
C: 2.32129 -0.97999 -1.79660  -0.15
C: 0.47250 -0.24208 4.62859  0.01
H: -3.94823 -1.28186 3.10840  0.10
H: 4.54740 6.25635 -3.29486  0.11
C: 3.55388 7.33263 -1.64250  -0.15
H: -5.84846 -0.58569 6.66506  0.11
H: 2.01984 -4.72787 5.51350  0.10
H: 4.25459 -2.49571 2.68269  0.09
H: 4.58395 3.38686 0.25068  0.12
H: -0.78025 -1.29988 5.98579  0.13
C: -4.01834 0.22674 5.80374  -0.14
H: 0.11493 3.12360 2.29056  0.11
C: 0.90476 -3.93764 3.87393  -0.09
H: -3.86314 1.23743 5.41216  0.11
C: -1.93427 -0.31050 4.48210  -0.18
H: 2.67215 0.65829 3.52683  0.14
C: 3.32834 -1.41019 0.47654  -0.10
H: 2.81954 6.45742 -3.51316  0.11
C: 2.16288 -2.67368 2.25208  -0.25
C: 0.95454 -3.20967 2.70768  -0.06
H: 1.30187 -1.90923 0.42824  0.09
H: 4.96525 -0.33626 -3.58294  0.11
C: 0.54618 0.60538 3.49760  -0.19
H: -0.03073 -4.35448 4.20984  0.10
C: -5.53586 -1.33467 4.62917  -0.15
H: 4.24648 -1.42830 1.03084  0.11
C: -5.48588 -0.21726 5.69771  -0.15
H: -3.78257 -2.60812 4.25039  0.11
H: -0.63596 1.40060 1.87874  0.11
C: 3.33234 4.90487 -2.07207  -0.15
C: 3.25844 -3.61933 4.18070  -0.09
C: 3.22876 6.59203 -0.33343  -0.14
H: 4.15891 -3.78940 4.74869  0.11
H: 2.13080 -2.04420 -1.96853  0.12
C: 2.82173 -0.26316 -3.06323  -0.15
C: 1.32863 4.08593 0.85907  0.02
H: 1.38456 -0.54128 5.11663  0.13
H: 2.58071 4.30583 -2.59847  0.12
C: 3.59028 6.25694 -2.75864  -0.15
N: 2.84438 5.20398 -0.70516  -0.11
H: -5.95476 -2.25836 5.04640  0.11
C: 4.66298 -0.43801 -1.41410  -0.15
H: 5.33067 -1.30431 -1.45587  0.12
H: 2.69803 -0.89532 -3.95075  0.11
C: -4.09119 -1.56089 4.15738  -0.15
H: 4.46391 1.17933 -2.86277  0.10
N: -3.19449 -0.72798 5.00484  -0.11
C: 2.21161 -1.96217 0.99814  -0.07
C: 1.80122 1.11092 3.08109  0.13
C: 2.59581 4.18727 0.26301  -0.18
C: 3.33288 2.31349 1.59421  0.01
H: 2.41476 7.06494 0.22686  0.12
H: 0.06112 -3.05453 2.12733  0.11
H: 4.23779 4.29691 -1.99527  0.10
H: 1.39561 -0.54335 -1.40801  0.11
C: -1.86635 0.45848 3.30960  0.02
C: 1.06320 3.11333 1.78372  0.00
H: 4.50548 7.87445 -1.57021  0.11
H: -2.78533 0.71621 2.81208  0.13
H: 5.15037 0.31751 -0.78940  0.11
H: 0.56753 4.78687 0.55694  0.13
C: 2.05644 -4.14593 4.60882  -0.10
H: 4.09322 6.53799 0.33564  0.11
H: 2.22877 0.63906 -3.25342  0.10
H: 2.78997 8.09035 -1.85695  0.11
H: -6.13929 0.62320 5.43195  0.11
H: -6.18745 -1.06054 3.79004  0.11
N: 3.38915 -0.85012 -0.78129  -0.13
H: -3.65975 0.22882 6.83887  0.11
C: 4.31074 0.09460 -2.81490  -0.15

Formula: C33H40N3O
Source: OMol25
Level of theory: ωB97M-V with the def2-TZVPD basis set

Computed properties:
ΔE to the lowest compared entry with this formula, charge and spin   30.4 kcal/mol
Lowest unoccupied orbital energy   -4.29 eV
Charge   +1
Electronic energy   -41381.0291 eV
Spin multiplicity   1
Kohn-Sham gap   6.81 eV

Each line ends with the Löwdin charge.
Cartesian coordinates (Å):
H: 3.57988 5.33948 0.76516  0.10
C: -7.41412 0.99628 1.18667  -0.04
C: 2.51339 5.11876 0.85025  0.00
H: 7.77266 0.60054 2.97539  0.11
C: 7.55668 -0.14987 0.94997  -0.07
H: -1.50176 -1.36300 0.70255  0.07
H: 1.27368 -2.71060 0.01304  0.11
C: -3.09714 -2.60621 -2.96625  -0.03
H: 4.56612 -0.55661 -0.66163  0.11
H: 0.12354 4.31902 2.21279  0.09
H: 2.76702 -0.41131 1.47722  0.12
C: -0.84189 0.70595 0.50955  -0.06
H: 0.28348 -2.64612 1.48425  0.11
C: -5.00566 1.67174 0.96620  -0.02
H: 5.30955 0.89735 3.31124  0.12
C: -0.88446 -2.69486 -4.68279  -0.07
C: 5.70748 0.51115 2.36869  -0.04
H: -3.94573 -2.59103 -2.27448  0.11
H: -7.53015 2.07002 1.35854  0.08
C: -3.66332 1.37122 0.79718  0.00
C: -1.79664 -0.30155 0.56418  0.04
C: -0.73365 -3.02740 -3.33298  -0.04
C: 7.07976 0.34121 2.17335  -0.06
C: -1.05881 -4.67237 -0.73254  -0.11
C: -3.20009 0.02173 0.65441  -0.17
C: 3.34414 0.52671 1.48752  -0.08
H: -8.03189 0.71629 0.32545  0.10
C: 0.11038 3.68802 -0.39927  0.01
H: -0.27776 -4.89028 1.28580  0.11
H: -2.62831 -3.20608 -0.50367  0.11
H: 0.66236 3.73168 -1.34762  0.11
C: -4.21670 -0.98055 0.61414  0.00
H: -0.16407 4.70645 -0.09375  0.10
H: -0.41017 -1.58991 -0.94317  0.11
N: 1.37762 1.65869 0.43005  0.05
H: 3.10487 1.04406 -0.61546  0.16
H: 1.09796 2.95851 2.85321  0.10
C: -5.97426 0.66386 0.96258  -0.25
H: -2.96114 2.20543 0.80195  0.10
C: 3.38075 2.85846 0.49827  -0.37
C: -3.24919 -2.29287 -4.31997  -0.07
H: -5.31869 2.70789 1.11299  0.12
H: -0.64028 -5.11003 -1.64705  0.11
C: -2.14082 -2.31919 -5.17584  -0.08
H: -4.23695 -2.03022 -4.70140  0.11
C: 5.28378 -0.30675 0.12483  -0.05
H: -0.01631 -2.73607 -5.34325  0.11
H: -7.81200 0.46374 2.05876  0.10
H: -1.19415 1.72991 0.58631  0.05
H: -2.25556 -2.05408 -6.22778  0.11
H: 8.62922 -0.27620 0.79352  0.11
H: 0.23953 -3.35355 -2.95033  0.12
C: 0.37973 3.25997 2.07750  0.02
H: 1.02716 -0.36491 0.19818  0.12
H: -0.52971 2.66396 2.19099  0.08
C: 1.00416 3.06784 0.68672  -0.45
H: 2.16349 5.42075 1.84602  0.10
H: 7.01547 -0.86958 -1.02598  0.11
C: 0.53858 0.59926 0.37074  0.02
H: 3.15895 1.01859 2.45728  0.13
H: -6.32375 -1.44332 0.71890  0.13
C: 0.04001 -4.48550 0.31891  -0.15
H: -1.85164 -5.34225 -0.38029  0.12
C: 4.81762 0.23044 1.32844  -0.24
H: 1.96261 5.69880 0.10109  0.10
C: -5.56227 -0.66091 0.75438  -0.02
H: 0.95792 -5.00372 0.02153  0.11
C: -1.83734 -2.95203 -2.47020  -0.20
C: 0.29878 -2.98426 0.44229  -0.17
H: -3.92313 -2.02338 0.47759  0.10
C: -1.65879 -3.27977 -1.00662  -0.26
N: 2.31671 3.70336 0.63892  -0.04
N: -0.79549 -2.27741 -0.29667  -0.08
C: 2.82633 1.44220 0.37779  -0.16
O: 4.56279 3.19667 0.46578  0.10
H: -0.80746 3.11920 -0.55912  0.07
C: 6.65706 -0.48144 -0.07098  -0.07

Formula: C33H40N4P2Tc
Source: OMol25
Level of theory: ωB97M-V with the def2-TZVPD basis set

Computed properties:
Lowest unoccupied orbital energy (alpha / beta)   -7.37 / -9.34 eV
Charge   +2
Electronic energy   -61582.7797 eV
Spin multiplicity   4
Kohn-Sham gap (alpha / beta)   4.94 / 2.97 eV

Each line ends with the Löwdin charge.
Cartesian coordinates (Å):
N: 1.66000 -4.73936 -6.65967  -0.20
H: 2.67314 -4.17672 -1.81381  0.14
C: 1.89413 -7.26291 -4.74588  -0.14
C: 6.60716 -4.88852 -3.54596  -0.18
H: 6.15579 -2.88419 -0.98018  0.10
P: 5.17914 -2.51011 -3.96929  1.14
C: 0.76617 -3.25195 0.37635  -0.15
C: 6.36967 -3.72989 -1.62266  -0.13
C: 3.47687 -2.27244 -1.24775  -0.23
H: 1.27168 -9.31917 -4.31580  0.11
C: 8.63348 -1.60826 -5.89673  -0.07
N: 1.33521 -6.01612 -4.45856  -0.27
C: 0.86672 -4.46046 -8.77254  0.03
H: 2.88515 -3.02719 -3.12219  -0.01
H: 4.08684 -3.02552 -6.04857  0.07
C: 2.02270 -1.01488 0.37515  -0.22
H: 1.34770 2.29414 -1.91029  0.10
H: -0.51891 -5.40744 -3.53354  0.10
H: 2.92725 -6.43918 -7.06474  0.12
C: 3.72457 -4.82125 -4.84560  -0.39
H: 1.26714 4.30718 -0.43557  0.12
H: 0.24738 -3.15616 -7.03840  0.14
H: 0.54051 -3.05175 -3.06253  0.06
C: 2.52219 -3.12190 -2.08468  -0.23
H: -0.87135 2.01697 2.55004  0.12
H: 2.04608 -0.15375 1.04760  0.12
H: 0.23474 4.16540 1.84756  0.12
C: 0.09970 -6.24396 -3.83349  -0.13
C: 1.05277 -2.77806 -2.12684  -0.30
H: 9.66467 -1.72360 -6.22097  0.11
H: 7.85895 0.08695 -7.17304  0.10
N: 6.15483 -3.67784 -3.01889  -0.24
C: 0.90331 2.23897 -0.91810  -0.10
H: 1.27040 -4.21340 0.20296  0.13
C: 1.05908 -8.26029 -4.26278  -0.05
H: 8.36808 -3.16421 -4.30789  0.10
C: 7.00945 -5.72319 -2.51293  -0.06
C: -0.07958 -7.61582 -3.68635  -0.06
H: 0.31617 -4.08016 -9.62356  0.13
C: 0.25719 -2.70015 -0.94006  -0.23
H: -1.41158 -1.30458 -2.75481  0.03
H: 1.22291 -1.99881 2.05897  0.12
C: 7.69190 -0.65629 -6.39742  -0.09
H: 3.61445 -0.12981 -0.78059  0.13
C: 0.80278 -3.97837 -7.46789  0.01
H: 4.34058 -1.98631 -1.87253  0.01
C: 2.94234 -0.98902 -0.68927  -0.24
H: 2.84790 -7.35481 -5.24070  0.09
H: 3.94885 -5.06492 -3.79362  0.08
C: 6.87929 -4.98225 -1.28980  -0.06
H: 2.61266 -2.83604 1.39544  0.13
C: 2.24039 -5.71886 -7.47365  0.01
H: 2.08752 -6.15577 -9.62885  0.13
H: 5.54330 -0.34906 -5.77852  0.09
H: 7.36405 -6.74008 -2.65269  0.11
H: -0.93265 -8.09781 -3.22149  0.11
C: 6.50256 -0.85119 -5.71671  -0.18
H: -0.75486 0.01718 1.06901  0.11
C: 1.78717 -5.55637 -8.78137  0.04
C: 7.98271 -2.36052 -4.92686  -0.13
H: 3.91655 -2.88310 -0.45109  0.12
H: 5.52154 -4.04802 -5.87329  0.09
H: -0.83314 -2.78622 -1.04258  0.11
C: -0.29337 0.95804 0.75854  -0.12
P: 1.91185 -4.40738 -4.91671  1.14
C: -0.36133 2.09319 1.58504  -0.05
C: 0.83503 3.36836 -0.08757  -0.06
Tc: 0.98183 -0.76142 -1.55027  1.41
C: 0.23642 3.29529 1.17767  -0.05
C: -1.03576 -0.57465 -2.01894  -0.23
H: -0.09073 -3.45994 1.03665  0.13
N: 6.66564 -1.89625 -4.79099  -0.27
H: 3.92840 -5.72080 -5.44279  0.06
H: 6.58614 -5.07628 -4.61066  0.10
C: 1.70046 -2.29293 1.11616  -0.16
H: -1.26102 0.43301 -2.40940  0.03
H: 7.15409 -5.32592 -0.29892  0.10
H: -1.67599 -0.68908 -1.12107  0.03
C: 4.63237 -3.66757 -5.33480  -0.38
C: 0.41144 1.02752 -0.44739  -0.26

Q: Among the records above, which one has the highest charge?
A: C33H40N4P2Tc